# 1
A molecular structure, C68H91BN11O4P2Y, computed with wB97M-V/def2-TZVPD.

As for the charge: -2. The molar mass is 1288.2 g/mol. As for the multiplicity: 1. The LUMO energy comes out at 0.142 hartree. As for the energy above the lowest of the compared OMol25 structures with the same formula, charge and spin: 177.2 kJ/mol.

Each line ends with the Löwdin charge.
Atoms and positions in Å:
Y: 0.00622 0.13754 1.11981  1.652
C: 0.00487 -1.66450 -2.13306  -0.101
N: 0.05604 -2.25605 -0.79692  -0.253
C: -0.88185 -3.36044 -0.69717  -0.078
C: 1.42450 -2.68090 -0.49274  -0.194
C: 1.61243 -2.86260 1.00418  -0.184
N: 2.05978 -1.63150 1.65589  -0.157
C: 1.90990 -1.79784 3.12875  -0.133
C: 1.80279 -0.52604 3.92331  -0.134
C: 2.95905 0.09663 4.40561  -0.001
C: 2.90347 1.12881 5.31659  -0.179
C: 1.62712 1.58084 5.67252  0.008
C: 0.44205 1.03181 5.19845  -0.072
C: 0.53107 -0.11553 4.35773  -0.248
O: -0.54588 -0.86379 4.10152  -0.042
C: -0.88505 1.60321 5.72761  -0.504
C: -0.71560 3.07280 6.16518  -0.067
C: -1.31114 0.76347 6.94547  -0.039
C: -2.01894 1.57695 4.69065  -0.023
C: 4.14922 1.74177 5.98290  -0.547
C: 5.42801 1.21622 5.33193  -0.074
C: 4.13866 1.35396 7.46928  -0.059
C: 4.14875 3.27628 5.85108  -0.054
C: 3.46143 -1.29847 1.31082  -0.111
C: 3.86269 0.02538 0.68588  -0.137
C: 5.08749 0.52866 1.09427  -0.013
C: 5.75208 1.52664 0.38952  -0.187
C: 5.18038 1.88448 -0.82371  -0.026
C: 3.97591 1.37452 -1.31471  -0.073
C: 3.17778 0.55395 -0.44616  -0.316
O: 1.92261 0.22391 -0.67364  -0.235
C: 3.77898 1.57182 -2.85112  -0.517
C: 3.87507 3.04395 -3.28193  -0.048
C: 2.48160 1.00129 -3.42844  -0.058
C: 4.92457 0.79156 -3.53205  -0.060
C: 7.06838 2.15716 0.84215  -0.555
C: 7.69410 1.40902 2.02324  -0.070
C: 8.09770 2.14558 -0.30041  -0.066
C: 6.79948 3.60975 1.27311  -0.046
H: 0.37710 -2.36070 -2.90210  0.096
H: 0.60705 -0.75735 -2.15014  0.051
H: -1.02577 -1.41301 -2.37848  0.044
H: -1.89537 -3.00680 -0.89218  0.066
H: -0.64204 -4.15602 -1.42162  0.093
H: -0.86088 -3.78044 0.30819  0.060
H: 2.07393 -1.88996 -0.85994  0.095
H: 1.69240 -3.61194 -1.01700  0.122
H: 2.30303 -3.69690 1.19784  0.127
H: 0.65077 -3.10342 1.45253  0.086
H: 2.75032 -2.39151 3.51340  0.128
H: 0.99871 -2.35899 3.29925  0.102
H: 3.91870 -0.29321 4.07655  0.094
H: 1.56561 2.41011 6.37000  0.098
H: -0.25805 3.15804 7.15666  0.071
H: -1.69829 3.55044 6.21005  0.077
H: -0.10563 3.62813 5.44519  0.075
H: -0.55784 0.82601 7.73996  0.079
H: -1.41899 -0.28344 6.65521  0.065
H: -2.27139 1.12014 7.33964  0.082
H: -1.73644 2.15168 3.80711  0.066
H: -2.91289 2.04292 5.11949  0.087
H: -2.27535 0.57500 4.36944  0.059
H: 5.51879 0.12976 5.43501  0.083
H: 6.30436 1.67494 5.79915  0.080
H: 5.42296 1.47150 4.26714  0.068
H: 4.16786 0.26455 7.57619  0.084
H: 3.22698 1.71197 7.95494  0.074
H: 5.00281 1.78384 7.99228  0.076
H: 3.92219 3.56004 4.82613  0.056
H: 5.12863 3.68192 6.13274  0.075
H: 3.39299 3.73474 6.49821  0.076
H: 3.80740 -2.06088 0.60708  0.126
H: 4.07076 -1.43131 2.20618  0.100
H: 5.54019 0.10257 1.98771  0.098
H: 5.72384 2.58179 -1.45534  0.092
H: 3.14161 3.65521 -2.76077  0.070
H: 3.68078 3.12400 -4.35783  0.080
H: 4.86752 3.46489 -3.09234  0.070
H: 1.62408 1.58758 -3.11905  0.052
H: 2.32905 -0.02576 -3.10498  0.069
H: 2.53680 1.02619 -4.52415  0.083
H: 5.90134 1.15308 -3.20150  0.071
H: 4.86501 0.89198 -4.62346  0.076
H: 4.85315 -0.27040 -3.27418  0.089
H: 7.87804 0.35920 1.77165  0.087
H: 7.05340 1.44891 2.90710  0.056
H: 8.65139 1.87179 2.28284  0.077
H: 8.20779 1.13402 -0.70081  0.086
H: 9.07400 2.48333 0.06559  0.073
H: 7.80307 2.80597 -1.12025  0.069
H: 6.04840 3.63162 2.06901  0.085
H: 6.40926 4.19308 0.43334  0.080
H: 7.71894 4.08778 1.63655  0.076
N: -0.90399 3.83992 2.29295  0.133
C: -1.84631 3.30701 1.44959  -0.502
N: -3.03223 3.88225 1.28260  0.030
N: -3.66396 3.12049 0.38085  -0.075
N: -2.90605 2.13487 0.02961  -0.170
N: -1.72000 2.20113 0.71757  0.006
C: 0.40480 3.42003 2.36024  -0.504
N: 1.36309 4.15225 2.88789  0.043
N: 2.47048 3.37618 2.77864  -0.061
N: 2.17899 2.25109 2.23478  -0.025
N: 0.85320 2.23651 1.95003  -0.060
H: -1.06545 4.78764 2.58317  0.135
C: -0.95952 1.98185 -2.40894  -0.377
C: -2.05685 0.83212 -2.34004  -0.394
P: -3.82610 1.39962 -2.16857  1.013
C: -4.42891 0.76813 -3.89175  -0.331
C: -5.02067 1.76550 -4.67354  -0.126
C: -5.62012 1.48428 -5.89988  -0.110
C: -5.64676 0.18008 -6.37215  -0.123
C: -5.04415 -0.82693 -5.62471  -0.105
C: -4.44167 -0.53309 -4.40622  -0.097
C: -4.61186 -0.02371 -1.28317  -0.361
C: -4.13482 -1.33416 -1.25374  -0.105
C: -4.90220 -2.36067 -0.71890  -0.100
C: -6.15108 -2.09322 -0.17533  -0.112
C: -6.61510 -0.78561 -0.14564  -0.091
C: -5.85586 0.23401 -0.70377  -0.101
P: -1.57607 3.74181 -2.59671  1.068
C: -0.40492 4.80186 -1.62604  -0.365
C: -0.82841 6.11916 -1.42395  -0.137
C: -0.03324 7.03721 -0.75022  -0.099
C: 1.19183 6.64533 -0.23259  -0.095
C: 1.60293 5.32954 -0.38167  -0.084
C: 0.81363 4.41660 -1.07458  -0.086
C: -0.93266 4.16840 -4.29086  -0.346
C: -1.08839 5.49594 -4.71328  -0.111
C: -0.72581 5.90029 -5.98880  -0.102
C: -0.20571 4.97915 -6.89357  -0.116
C: -0.06864 3.65709 -6.50302  -0.099
C: -0.43691 3.25524 -5.22124  -0.092
H: -0.29577 1.77007 -3.23494  0.014
H: -0.36465 1.96036 -1.50366  0.024
H: -1.88479 0.20718 -1.46594  0.025
H: -1.96244 0.22039 -3.23145  0.059
H: -5.00633 2.78428 -4.29361  0.084
H: -6.07821 2.27964 -6.47743  0.091
H: -6.14484 -0.05456 -7.30607  0.088
H: -5.05486 -1.84956 -5.98835  0.092
H: -3.98756 -1.34171 -3.84420  0.089
H: -3.15917 -1.57916 -1.66249  0.066
H: -4.52472 -3.37750 -0.73371  0.097
H: -6.74167 -2.89427 0.25111  0.096
H: -7.57632 -0.56409 0.30234  0.094
H: -6.21162 1.26083 -0.68437  0.095
H: -1.81322 6.41909 -1.76583  0.089
H: -0.38161 8.05594 -0.61538  0.093
H: 1.80731 7.34781 0.31765  0.097
H: 2.53307 4.99174 0.05843  0.102
H: 1.17497 3.39639 -1.13657  0.092
H: -1.50518 6.22203 -4.02509  0.083
H: -0.85485 6.93647 -6.28242  0.094
H: 0.08166 5.29085 -7.89073  0.090
H: 0.32952 2.92673 -7.19958  0.096
H: -0.33435 2.20817 -4.96318  0.085
C: -4.44597 -2.72606 3.11318  -0.028
C: -3.03540 -2.37603 3.56605  -0.487
C: -3.11308 -2.09691 5.07499  -0.030
O: -2.61772 -1.21678 2.86615  -0.018
B: -1.16103 -1.26051 2.63872  -0.787
O: -0.93849 -2.73882 2.51041  -0.108
C: -1.95095 -3.46015 3.19348  -0.482
C: -1.31603 -4.16230 4.39604  -0.021
C: -2.47273 -4.53081 2.23505  -0.034
H: -5.10483 -1.88863 3.36320  0.090
H: -4.81317 -3.62615 3.62063  0.083
H: -4.49284 -2.86450 2.03694  0.055
H: -3.82802 -1.28478 5.24184  0.091
H: -2.14439 -1.77516 5.44682  0.053
H: -3.44904 -2.98420 5.62574  0.080
H: -0.82328 -3.42952 5.03838  0.084
H: -0.55072 -4.85040 4.02368  0.082
H: -2.04826 -4.73193 4.97996  0.080
H: -2.84333 -4.06615 1.31721  0.069
H: -3.26932 -5.13085 2.68739  0.081
H: -1.64490 -5.19666 1.96910  0.083

***

# 2
A single C5H7NO molecule, computed with wB97M-V/def2-TZVPD.

As for the charge: 0. The molar mass is 97.1 g/mol. As for the multiplicity: 1. The LUMO energy comes out at 0.024 hartree. As for the energy above the lowest of the compared OMol25 structures with the same formula, charge and spin: 657.2 kJ/mol.

Each line ends with the Löwdin charge.
Atoms and positions in Å:
O: -2.94052 0.66206 -1.04419  -0.057
C: -1.76248 0.23499 -1.69428  -0.276
C: -0.68010 -0.12276 -0.76339  0.020
C: 0.17404 -0.43422 0.03027  -0.004
C: 1.19496 -0.79449 0.99575  -0.298
C: 2.65050 0.39073 1.25115  0.010
N: 1.46592 0.21554 2.05336  -0.116
H: -3.20945 -0.03484 -0.43223  0.091
H: -1.94995 -0.62094 -2.36003  0.122
H: -1.44580 1.07178 -2.32375  0.124
H: 1.07978 -1.78402 1.44261  0.139
H: 2.40984 1.14812 0.45970  0.040
H: 2.23101 -0.89359 0.47474  0.110
H: 0.78225 0.96162 1.91029  0.096

***

# 3
8 unconnected molecules or ions with the total composition C35H44BClF25NO18S, computed with wB97M-V/def2-TZVPD.

As for the charge: 0. The molar mass is 1320.0 g/mol. As for the multiplicity: 1. The LUMO energy comes out at -0.058 hartree. As for the SMILES: O=C(F)NC(=O)B(CCCCS(=O)(=O)Cl)C(F)(F)F.CCOC(=O)C(F)(F)F.CCOC(=O)C(F)(F)F.CCOC(=O)C(F)(F)F.CCOC(=O)C(F)(F)F.CCOC(=O)C(F)(F)F.CCOC(=O)C(F)(F)F.CCOC(=O)C(F)(F)F. As for the energy above the lowest of the compared OMol25 structures with the same formula, charge and spin: 0.0 kJ/mol.

Each line ends with the Löwdin charge.
Atoms and positions in Å:
O: 1.01448 -2.50175 -2.36298  0.180
C: 1.70667 -1.97835 -1.56352  -0.513
F: 2.68301 -2.65853 -0.90920  0.106
N: 1.69464 -0.65695 -1.14298  0.177
C: 0.44788 -0.23200 -0.54132  -0.297
O: 0.37127 -0.11268 0.65696  0.148
B: -0.79109 0.20354 -1.47148  -0.077
C: -2.19096 0.17925 -0.84833  -0.105
C: -3.43976 -0.04460 -1.72835  -0.179
C: -3.99909 -1.47034 -1.65761  -0.217
C: -3.25224 -2.50433 -2.52090  -0.258
S: -2.64791 -3.97208 -1.73587  0.341
O: -3.75492 -4.72953 -1.26097  -0.326
O: -1.62267 -4.54739 -2.53176  -0.318
Cl: -1.72205 -3.21803 -0.06836  0.466
C: -0.47031 0.68443 -2.97183  -0.543
F: -0.39445 -0.40436 -3.76834  0.138
F: 0.68750 1.34608 -3.07441  0.141
F: -1.40883 1.48091 -3.51895  0.128
H: 2.45700 -0.45784 -0.50101  0.126
H: -2.16110 -0.57831 -0.05919  0.051
H: -2.28512 1.12703 -0.28650  0.148
H: -4.23173 0.63233 -1.39045  0.119
H: -3.25938 0.21173 -2.77571  0.108
H: -4.07409 -1.80689 -0.61865  0.089
H: -5.02647 -1.43503 -2.03608  0.121
H: -2.39407 -2.10007 -3.06997  0.105
H: -3.93990 -2.94827 -3.25229  0.117
C: -4.27932 -8.12068 -3.71588  -0.056
C: -5.19904 -8.92235 -4.60516  -0.187
O: -6.58795 -8.71484 -4.24587  0.034
C: -7.14612 -7.60844 -4.70102  -0.406
O: -6.65140 -6.75930 -5.38254  0.166
C: -8.63045 -7.55344 -4.25551  -0.554
F: -8.76689 -7.86132 -2.96483  0.170
F: -9.34499 -8.42999 -4.97367  0.165
F: -9.12788 -6.34010 -4.45675  0.174
H: -4.45721 -8.36003 -2.66735  0.087
H: -3.24026 -8.34781 -3.95271  0.086
H: -4.43796 -7.05173 -3.85085  0.075
H: -5.04990 -9.99234 -4.48261  0.125
H: -5.06925 -8.66895 -5.65675  0.125
C: 4.73427 -4.48655 0.48698  -0.059
C: 4.94351 -3.50147 1.61201  -0.192
O: 4.39942 -4.00347 2.85877  0.037
C: 5.15237 -4.86154 3.52135  -0.406
O: 6.23691 -5.27126 3.23041  0.171
C: 4.43452 -5.27224 4.83332  -0.553
F: 3.14957 -5.56811 4.61659  0.164
F: 4.48586 -4.25975 5.70923  0.164
F: 5.02494 -6.32848 5.37465  0.176
H: 3.67734 -4.73280 0.39129  0.079
H: 5.07049 -4.04569 -0.45120  0.082
H: 5.29144 -5.40699 0.65730  0.081
H: 4.39735 -2.57726 1.43999  0.111
H: 5.99621 -3.26263 1.75786  0.123
C: 6.71349 4.37604 -0.82132  -0.052
C: 5.43630 3.64593 -1.16349  -0.185
O: 5.65126 2.20968 -1.23415  0.048
C: 5.65332 1.58640 -0.07483  -0.409
O: 5.49458 2.04891 1.01677  0.172
C: 5.84650 0.06204 -0.28781  -0.536
F: 6.82446 -0.22241 -1.13908  0.185
F: 4.70228 -0.46414 -0.78424  0.136
F: 6.09532 -0.53755 0.86717  0.175
H: 7.49687 4.13717 -1.54126  0.084
H: 6.53368 5.45065 -0.84925  0.087
H: 7.06371 4.10899 0.17491  0.080
H: 5.07474 3.92515 -2.14697  0.107
H: 4.65098 3.84436 -0.43648  0.110
C: 5.51223 4.02987 -8.17968  -0.058
C: 5.17960 5.46105 -7.82892  -0.185
O: 5.30794 5.69566 -6.40338  0.033
C: 6.53226 5.90622 -5.95734  -0.406
O: 7.55202 5.93955 -6.57938  0.173
C: 6.48744 6.16295 -4.42980  -0.543
F: 5.71044 5.26348 -3.81074  0.151
F: 5.98717 7.37850 -4.18735  0.173
F: 7.70454 6.08977 -3.91007  0.177
H: 4.88637 3.34225 -7.61088  0.085
H: 5.33102 3.86555 -9.24170  0.084
H: 6.55767 3.80781 -7.97048  0.079
H: 4.14012 5.69695 -8.04233  0.126
H: 5.81836 6.16816 -8.35639  0.126
C: 0.16667 4.44292 3.44070  -0.059
C: 0.97139 5.62496 2.95183  -0.183
O: 1.52720 5.37205 1.63684  0.032
C: 0.70944 5.54856 0.61487  -0.406
O: -0.43295 5.90049 0.63549  0.171
C: 1.46304 5.24517 -0.70551  -0.551
F: 2.16406 4.10823 -0.59572  0.155
F: 2.32180 6.23620 -0.97617  0.168
F: 0.61106 5.13296 -1.70915  0.184
H: 0.77622 3.53895 3.43817  0.086
H: -0.17113 4.63034 4.45991  0.081
H: -0.70870 4.27966 2.81292  0.076
H: 1.84236 5.80421 3.57704  0.127
H: 0.37328 6.53419 2.90859  0.126
C: -2.31284 -3.80775 4.53104  -0.054
C: -2.83357 -2.57134 5.22508  -0.183
O: -3.17925 -1.54053 4.26262  0.030
C: -4.35530 -1.66345 3.67630  -0.408
O: -5.19337 -2.49513 3.85622  0.178
C: -4.54806 -0.49984 2.67096  -0.538
F: -3.44981 -0.31640 1.93175  0.159
F: -4.78946 0.64181 3.33476  0.155
F: -5.56830 -0.74259 1.86235  0.183
H: -1.46137 -3.55927 3.89723  0.082
H: -1.98796 -4.53228 5.27742  0.085
H: -3.08525 -4.26843 3.91649  0.081
H: -2.07202 -2.10746 5.84689  0.126
H: -3.70966 -2.78429 5.83614  0.125
C: -3.95479 3.44721 4.83250  -0.054
C: -4.74964 2.86780 5.97799  -0.187
O: -4.57503 3.64338 7.18836  0.034
C: -5.30260 4.74293 7.28209  -0.404
O: -6.09213 5.17101 6.49345  0.171
C: -5.02403 5.43623 8.64081  -0.554
F: -3.71517 5.50252 8.89535  0.167
F: -5.60760 4.74107 9.62514  0.167
F: -5.51846 6.66623 8.64122  0.177
H: -2.90094 3.52677 5.10241  0.078
H: -4.04282 2.80072 3.96073  0.064
H: -4.31953 4.43842 4.56480  0.083
H: -4.39876 1.87378 6.24566  0.124
H: -5.81250 2.81250 5.74582  0.128